[1]
{"formula": "C4H13NO3", "method": "ωB97M-V/def2-TZVPD", "molar_mass_g_mol": 123.15, "lumo_energy_ev": 0.5, "homo_lumo_gap_ev": 8.58, "species": ["N", "C", "C", "C", "C", "H", "H", "H", "H", "H", "H", "H", "H", "H", "O", "H", "H", "O", "H", "H", "O"], "positions_angstrom": [[-0.301, 0.686, -2.795], [-0.519, -0.368, -1.846], [-0.309, -0.429, -0.458], [-0.523, -1.689, 0.208], [-1.672, -2.333, 0.339], [-0.901, 0.749, -3.618], [-0.165, 1.636, -2.459], [-0.641, -1.338, -2.353], [0.045, 0.468, 0.027], [0.324, -2.277, 0.664], [-1.468, -3.159, 1.079], [-2.527, -2.128, -0.219], [3.188, -0.087, 1.600], [2.443, 1.049, 1.226], [2.468, 0.130, 1.060], [1.465, 1.697, -0.019], [1.417, 2.383, -1.296], [1.175, 2.525, -0.362], [-0.693, 0.575, 2.595], [-1.580, 0.643, 3.639], [-1.226, 1.268, 2.988]]}



[2]
{"formula": "C12H31BFNO2Rb", "method": "ωB97M-V/def2-TZVPD", "molar_mass_g_mol": 336.66, "charge": -1, "lumo_energy_ev": 2.1, "homo_lumo_gap_ev": 7.35, "species": ["Rb", "F", "B", "H", "H", "H", "H", "C", "C", "C", "C", "C", "C", "N", "O", "C", "C", "C", "H", "H", "H", "H", "H", "H", "H", "H", "H", "H", "H", "H", "H", "H", "H", "H", "H", "H", "H", "C", "C", "C", "O", "H", "H", "H", "H", "H", "H", "H", "H"], "positions_angstrom": [[0.688, 1.039, -2.474], [2.307, 2.484, -0.668], [2.247, -0.031, -5.058], [2.131, 0.229, -6.239], [1.310, -0.693, -4.675], [3.306, -0.577, -4.821], [2.281, 1.015, -4.470], [0.378, -0.208, 2.987], [-0.962, -0.132, 2.245], [-2.071, 0.075, 3.298], [-3.367, 0.553, 2.696], [-3.157, 1.845, 1.938], [-2.088, 1.735, 0.837], [-0.940, 1.019, 1.385], [0.101, 0.884, 0.420], [-2.707, 1.106, -0.418], [-1.624, 3.133, 0.468], [-1.234, -1.451, 1.484], [0.757, 0.796, 3.181], [1.119, -0.747, 2.397], [0.256, -0.708, 3.950], [-2.245, -0.860, 3.835], [-1.699, 0.790, 4.039], [-4.146, 0.687, 3.454], [-3.801, -0.169, 1.994], [-2.881, 2.696, 2.576], [-4.077, 2.206, 1.463], [-3.408, 1.789, -0.901], [-1.905, 0.929, -1.138], [-3.185, 0.135, -0.285], [-2.507, 3.766, 0.336], [-0.938, 3.553, 1.200], [-1.091, 3.134, -0.486], [-1.722, -2.217, 2.082], [-0.315, -1.818, 1.015], [-1.846, -1.247, 0.601], [0.737, 1.571, 0.689], [3.723, -3.014, -2.286], [2.641, -2.069, -1.758], [2.621, -1.942, -0.267], [2.943, -0.767, -2.285], [4.704, -2.540, -2.231], [3.553, -3.205, -3.348], [3.774, -3.967, -1.749], [1.674, -2.357, -2.192], [2.218, -2.799, 0.279], [2.074, -1.041, 0.023], [3.637, -1.815, 0.122], [2.737, -0.796, -3.245]]}



[3]
{"formula": "C51H67BCdF3N6O2S5Sb", "method": "ωB97M-V/def2-TZVPD", "molar_mass_g_mol": 1258.45, "charge": 2, "lumo_energy_ev": -4.9, "homo_lumo_gap_ev": 7.39, "species": ["Cd", "C", "C", "C", "C", "N", "N", "B", "N", "N", "C", "C", "C", "C", "C", "S", "C", "C", "C", "C", "N", "N", "C", "C", "C", "C", "C", "S", "C", "C", "C", "C", "C", "S", "C", "C", "C", "C", "H", "H", "H", "H", "H", "H", "H", "H", "H", "H", "H", "H", "H", "H", "H", "H", "H", "H", "H", "H", "H", "H", "H", "H", "H", "H", "H", "H", "H", "H", "H", "H", "H", "H", "H", "H", "H", "H", "H", "F", "C", "C", "C", "C", "C", "C", "Sb", "C", "C", "C", "C", "F", "C", "C", "C", "C", "C", "C", "F", "C", "C", "H", "H", "H", "H", "H", "H", "H", "H", "H", "H", "H", "H", "C", "S", "C", "O", "H", "H", "H", "H", "H", "H", "C", "C", "S", "O", "C", "C", "H", "H", "H", "H", "H", "H", "H", "H", "H", "H"], "positions_angstrom": [[-0.212, -0.870, -0.658], [1.730, 4.774, 1.036], [0.784, 4.216, 2.042], [0.158, 4.916, 3.050], [-0.702, 4.271, 3.972], [-0.908, 2.968, 3.917], [-0.312, 2.316, 2.956], [-0.304, 0.835, 2.477], [0.555, -0.058, 3.365], [1.065, 0.555, 4.430], [1.765, -0.117, 5.301], [1.947, -1.510, 5.145], [1.438, -2.149, 4.051], [1.560, -3.623, 3.859], [0.748, -1.359, 3.083], [0.184, -2.085, 1.638], [2.282, 0.664, 6.499], [2.661, 2.088, 6.069], [1.133, 0.732, 7.519], [3.500, -0.012, 7.133], [-1.750, 0.312, 2.402], [-2.085, 0.035, 3.674], [-3.325, -0.157, 4.006], [-4.347, -0.078, 3.028], [-4.034, 0.205, 1.732], [-5.086, 0.374, 0.687], [-2.649, 0.383, 1.399], [-2.181, 0.735, -0.202], [-3.635, -0.407, 5.470], [-4.211, -1.824, 5.613], [-4.678, 0.626, 5.926], [-2.369, -0.271, 6.316], [0.464, 2.854, 2.018], [0.810, 1.510, 0.985], [-1.428, 4.990, 5.098], [-1.275, 6.508, 5.028], [-2.920, 4.630, 5.006], [-0.847, 4.457, 6.419], [1.934, 5.829, 1.201], [1.322, 4.642, 0.031], [2.671, 4.222, 1.076], [0.321, 5.981, 3.141], [2.508, -2.072, 5.878], [2.233, -4.061, 4.592], [1.910, -3.856, 2.854], [0.576, -4.086, 3.966], [1.831, 2.565, 5.551], [3.525, 2.068, 5.401], [2.920, 2.680, 6.946], [0.278, 1.255, 7.088], [1.461, 1.272, 8.408], [0.815, -0.267, 7.821], [4.283, -0.195, 6.394], [3.242, -0.959, 7.608], [3.908, 0.641, 7.903], [-5.380, -0.229, 3.310], [-6.023, -0.086, 0.993], [-4.758, -0.048, -0.261], [-5.267, 1.438, 0.516], [-5.080, -1.965, 4.967], [-4.523, -1.995, 6.643], [-3.460, -2.570, 5.351], [-5.647, 0.451, 5.457], [-4.357, 1.641, 5.685], [-4.814, 0.561, 7.005], [-1.612, -0.987, 5.995], [-2.606, -0.459, 7.364], [-1.950, 0.731, 6.222], [-1.651, 6.905, 4.084], [-0.240, 6.826, 5.162], [-1.861, 6.957, 5.829], [-3.359, 5.052, 4.100], [-3.452, 5.034, 5.867], [-3.047, 3.549, 4.984], [0.224, 4.660, 6.483], [-1.002, 3.380, 6.486], [-1.338, 4.936, 7.266], [9.279, -1.824, -3.862], [8.069, -1.456, -3.428], [7.022, -2.356, -3.513], [5.772, -1.975, -3.050], [5.573, -0.708, -2.513], [6.643, 0.181, -2.460], [7.899, -0.184, -2.913], [3.716, -0.017, -1.669], [2.552, -1.702, -2.388], [1.927, -2.606, -1.527], [1.279, -3.732, -2.028], [1.200, -3.895, -3.396], [0.561, -4.970, -3.884], [1.749, -2.984, -4.279], [2.435, -1.895, -3.762], [4.135, -0.850, 0.287], [4.419, -2.201, 0.466], [4.591, -2.728, 1.738], [4.504, -1.876, 2.822], [4.630, -2.378, 4.065], [4.286, -0.520, 2.677], [4.096, -0.014, 1.399], [7.196, -3.336, -3.936], [4.951, -2.679, -3.113], [6.495, 1.173, -2.047], [8.739, 0.496, -2.874], [2.081, -2.530, -0.456], [0.886, -4.496, -1.370], [1.681, -3.158, -5.345], [2.931, -1.211, -4.441], [4.518, -2.854, -0.393], [4.793, -3.780, 1.893], [4.267, 0.122, 3.549], [3.937, 1.048, 1.269], [-1.586, 1.186, -3.757], [-0.084, 1.742, -2.924], [0.917, 1.942, -4.416], [0.479, 0.483, -2.287], [-1.352, 0.304, -4.351], [-1.960, 1.992, -4.387], [-2.313, 0.939, -2.985], [0.506, 2.762, -5.003], [0.905, 1.011, -4.979], [1.934, 2.180, -4.109], [-2.253, -4.702, 0.024], [-3.012, -4.416, -1.261], [-1.954, -3.403, -2.345], [-1.770, -2.106, -1.561], [-3.180, -2.938, -3.616], [-2.479, -2.815, -4.963], [-2.890, -5.219, 0.739], [-1.908, -3.773, 0.479], [-1.385, -5.332, -0.171], [-3.937, -3.867, -1.081], [-3.222, -5.331, -1.819], [-3.597, -1.989, -3.279], [-3.959, -3.698, -3.654], [-1.635, -2.125, -4.902], [-3.174, -2.451, -5.718], [-2.099, -3.785, -5.282]]}



[4]
{"formula": "C18H52B3N15O37S", "method": "ωB97M-V/def2-TZVPD", "molar_mass_g_mol": 1135.19, "lumo_energy_ev": -0.8, "homo_lumo_gap_ev": 10.01, "species": ["C", "S", "O", "O", "B", "O", "B", "O", "B", "C", "C", "O", "O", "O", "H", "H", "H", "H", "H", "H", "H", "C", "N", "O", "O", "H", "H", "H", "C", "N", "O", "O", "H", "H", "H", "C", "N", "O", "O", "H", "H", "H", "C", "N", "O", "O", "H", "H", "H", "C", "N", "O", "O", "H", "H", "H", "C", "N", "O", "O", "H", "H", "H", "C", "N", "O", "O", "H", "H", "H", "C", "N", "O", "O", "H", "H", "H", "C", "N", "O", "O", "H", "H", "H", "C", "N", "O", "O", "H", "H", "H", "C", "N", "O", "O", "H", "H", "H", "C", "N", "O", "O", "H", "H", "H", "C", "N", "O", "O", "H", "H", "H", "C", "N", "O", "O", "H", "H", "H", "C", "N", "O", "O", "H", "H", "H"], "positions_angstrom": [[3.695, -5.030, -2.658], [3.931, -3.806, -1.388], [5.349, -3.559, -1.234], [3.163, -4.205, -0.224], [3.029, -2.264, -2.067], [3.298, -1.716, -3.292], [2.183, -1.175, -3.939], [0.940, -1.287, -3.359], [0.820, -1.807, -2.078], [-0.453, -2.542, -1.557], [-1.300, -3.088, -2.664], [-2.463, -2.889, -2.823], [-0.573, -3.871, -3.542], [2.001, -1.791, -1.309], [3.554, -4.537, -3.624], [4.583, -5.664, -2.667], [2.797, -5.597, -2.402], [2.318, -0.630, -4.980], [-1.043, -1.939, -0.860], [-0.075, -3.405, -0.986], [-0.738, -4.804, -3.326], [-1.488, 2.083, 0.339], [-1.343, 0.611, 0.435], [-0.278, 0.119, 0.088], [-2.289, -0.032, 0.827], [-0.555, 2.474, -0.044], [-2.310, 2.284, -0.339], [-1.717, 2.452, 1.335], [-3.429, -6.817, -1.856], [-2.057, -7.262, -2.226], [-1.411, -6.546, -2.971], [-1.662, -8.308, -1.770], [-3.622, -5.869, -2.346], [-4.115, -7.592, -2.186], [-3.453, -6.726, -0.774], [2.406, 2.879, -2.571], [1.445, 3.563, -1.665], [0.257, 3.416, -1.883], [1.908, 4.226, -0.762], [1.839, 2.324, -3.309], [3.024, 3.644, -3.029], [3.015, 2.223, -1.955], [4.653, -1.716, 1.336], [5.007, -0.708, 2.371], [6.090, -0.160, 2.292], [4.177, -0.464, 3.224], [5.459, -1.750, 0.613], [4.521, -2.676, 1.825], [3.714, -1.399, 0.889], [1.899, 5.292, -6.046], [2.722, 4.052, -5.992], [3.697, 4.043, -5.264], [2.358, 3.121, -6.676], [2.346, 6.026, -5.387], [1.893, 5.628, -7.078], [0.894, 5.023, -5.733], [-6.026, 2.327, -1.196], [-5.486, 3.117, -0.061], [-4.314, 3.449, -0.105], [-6.242, 3.383, 0.848], [-5.233, 2.179, -1.917], [-6.380, 1.384, -0.789], [-6.845, 2.890, -1.627], [1.328, 1.413, 3.367], [-0.025, 1.574, 3.964], [-0.127, 1.576, 5.169], [-0.952, 1.696, 3.183], [2.063, 1.328, 4.157], [1.297, 0.519, 2.750], [1.507, 2.291, 2.753], [-9.349, 2.547, -5.162], [-8.230, 2.873, -4.236], [-7.631, 1.949, -3.722], [-7.991, 4.046, -4.036], [-9.434, 1.469, -5.221], [-10.245, 3.001, -4.752], [-9.109, 2.990, -6.124], [5.650, 2.092, 4.945], [4.649, 2.832, 5.764], [3.486, 2.488, 5.661], [5.049, 3.730, 6.472], [5.115, 1.344, 4.376], [6.144, 2.817, 4.307], [6.367, 1.650, 5.628], [-9.173, -0.585, 0.333], [-9.190, -0.876, -1.129], [-8.644, -0.085, -1.871], [-9.754, -1.891, -1.478], [-8.644, 0.347, 0.492], [-10.207, -0.520, 0.658], [-8.678, -1.419, 0.821], [-0.768, -11.291, -2.168], [0.007, -12.560, -2.088], [0.843, -12.661, -1.217], [-0.256, -13.412, -2.912], [-0.430, -10.630, -1.380], [-0.589, -10.864, -3.150], [-1.817, -11.548, -2.054], [-6.141, 7.005, -0.219], [-5.882, 6.616, -1.633], [-5.187, 7.346, -2.310], [-6.402, 5.591, -2.027], [-5.625, 7.936, -0.022], [-7.217, 7.108, -0.114], [-5.773, 6.208, 0.418], [-2.159, 6.355, 2.657], [-3.548, 6.580, 3.139], [-3.757, 6.527, 4.330], [-4.388, 6.799, 2.288], [-1.528, 6.164, 3.516], [-2.188, 5.507, 1.980], [-1.856, 7.250, 2.123], [9.888, 0.041, 3.565], [9.195, 0.702, 4.702], [9.176, 0.128, 5.773], [8.670, 1.772, 4.482], [10.292, -0.901, 3.916], [9.146, -0.103, 2.784], [10.667, 0.717, 3.228], [7.786, -1.394, 8.393], [7.718, -2.823, 7.982], [8.387, -3.626, 8.596], [6.996, -3.086, 7.043], [8.466, -1.313, 9.232], [8.136, -0.836, 7.530], [6.780, -1.087, 8.662]]}